125
Properties=species:S:1:pos:R:3:forces:R:3:mulliken_charge:R:1 method="wB97M-V/def2-TZVPD" charge=0 e_homo_ev=-8.125 e_tot_ha=-3073.08617 lumo_ha=0.0197 gap_ev=8.66
C -3.72029 -2.45267 7.61585 0.0 0.2 -0.3 -0.788
O -4.35226 -2.88919 6.42920 0.0 0.1 0.3 -0.370
C -3.87415 -2.22494 5.27653 -0.5 0.0 -0.1 -0.394
C -4.73295 -2.65664 4.09850 0.4 -0.5 -0.5 -0.322
C -4.02447 -3.68554 3.19852 0.3 1.2 0.4 -1.148
C -2.98654 -2.98830 2.28777 -0.8 -1.0 -0.1 -0.459
C -3.51363 -2.81744 0.86395 0.6 1.0 0.3 -0.997
C -2.38754 -2.41078 -0.08871 -0.1 -0.7 -0.4 -0.661
C -1.79792 -3.61984 -0.82682 0.4 0.1 0.2 -0.711
C -0.29081 -3.52631 -1.06084 -0.4 0.1 -0.5 -1.069
C 0.15764 -2.18488 -1.68373 0.6 -0.9 -0.3 -0.228
C 0.92565 -2.42945 -2.99750 0.0 0.5 0.2 -1.078
Si 1.26551 -0.84355 -3.94889 -0.9 -1.0 -0.1 0.261
C -0.37507 -0.29541 -4.70560 0.7 -0.5 -0.2 -0.754
C -0.64849 -0.85132 -6.12275 -0.7 1.0 0.2 -1.267
C -1.22103 0.25310 -7.01897 0.4 0.5 0.1 -0.221
S -2.98132 0.48277 -6.66045 -0.5 -0.3 0.0 -0.275
O 2.42573 -1.22194 -5.11425 0.2 1.3 0.6 -0.349
Si 3.80565 -0.28530 -5.25726 0.1 -0.3 -0.3 0.097
C 3.66218 1.08238 -6.54253 -0.5 -0.5 0.0 -0.856
C 2.21598 1.43119 -6.96108 0.2 0.5 -0.3 0.305
C 1.80076 2.87532 -6.67122 0.0 -0.8 0.1 -0.801
O 1.08602 2.97255 -5.44134 0.4 0.4 0.4 -0.547
C 4.48725 0.39450 -3.65411 -0.4 0.2 0.2 -1.119
C 4.01224 1.83602 -3.34095 0.4 0.0 -0.6 0.436
C 5.19260 2.80345 -3.22395 -0.3 0.0 0.7 0.868
C 4.78113 4.22523 -3.57180 0.4 -0.2 -0.1 -1.825
C 5.81166 2.69087 -1.81751 0.1 0.3 -0.5 -1.466
P 5.42259 -1.66800 -6.01489 0.7 0.4 0.8 0.253
O 6.73928 -0.96465 -5.89919 0.1 0.2 -0.3 -0.656
H -4.40924 -2.56906 8.44462 -0.1 -0.2 0.1 0.260
H -2.79898 -3.00320 7.80018 0.1 -0.2 0.1 0.298
H -3.46126 -1.39565 7.54234 0.0 0.2 0.0 0.338
H -3.96260 -1.14210 5.40517 0.1 0.1 0.2 0.280
H -2.82390 -2.47488 5.09731 0.2 0.1 0.0 0.384
H -5.65467 -3.10513 4.45596 -0.2 0.2 0.3 0.441
H -4.98178 -1.79063 3.48670 -0.2 0.1 0.0 0.024
H -3.49810 -4.37478 3.85280 -0.2 -0.5 0.0 0.375
H -4.78787 -4.17515 2.60709 0.1 -0.5 -0.2 0.448
H -2.07257 -3.57846 2.29568 0.3 0.1 -0.2 0.456
H -2.77833 -1.99843 2.67689 0.4 0.2 0.2 0.334
H -4.23414 -2.00333 0.89913 -0.4 0.0 -0.1 0.255
H -4.02424 -3.70693 0.51774 -0.1 -0.3 -0.1 0.516
H -1.56781 -1.93396 0.44142 -0.1 0.3 0.3 0.416
H -2.76089 -1.69803 -0.81584 0.0 0.2 -0.1 0.450
H -2.00094 -4.53111 -0.26731 -0.1 -0.1 0.1 0.464
H -2.27341 -3.74151 -1.79602 -0.3 0.0 -0.2 0.254
H 0.27103 -3.75836 -0.16156 0.0 0.1 0.3 0.372
H -0.04046 -4.30801 -1.77230 0.2 -0.3 0.0 0.426
H 0.84914 -1.71703 -0.99261 -0.1 0.5 0.2 0.226
H -0.69652 -1.54514 -1.87349 -0.1 0.3 0.2 0.299
H 0.31871 -3.07592 -3.63034 -0.1 -0.1 -0.3 0.511
H 1.83524 -2.98625 -2.77673 0.2 0.0 0.0 0.482
H 1.67464 0.22027 -3.01310 0.4 0.1 0.0 -0.235
H -0.43142 0.78684 -4.68131 0.0 0.3 -0.1 0.645
H -1.13826 -0.66621 -4.02750 -0.2 0.1 0.2 0.628
H 0.23515 -1.24785 -6.60967 0.1 -0.3 0.0 0.259
H -1.43478 -1.59297 -6.03023 0.2 -0.6 -0.2 0.663
H -1.02830 0.07122 -8.06911 -0.3 -0.3 -0.3 0.434
H -0.71955 1.18427 -6.78691 0.1 0.2 0.1 -0.079
H -3.13307 1.81340 -6.71628 0.3 0.0 -0.1 0.125
H 4.20455 1.96606 -6.22608 0.1 0.2 0.2 0.374
H 4.18460 0.74682 -7.43346 0.2 -0.2 -0.1 0.732
H 2.14240 1.31918 -8.03882 0.0 -0.2 -0.2 0.360
H 1.46966 0.76545 -6.54105 -0.1 -0.1 0.1 -0.555
H 1.15659 3.20081 -7.48093 -0.2 0.3 0.0 0.509
H 2.70266 3.48084 -6.65938 0.0 0.4 0.0 0.290
H 1.60888 3.51110 -4.82597 -0.4 -0.3 -0.2 0.283
H 4.24357 -0.25061 -2.81425 0.0 -0.3 0.1 0.287
H 5.57273 0.40378 -3.72052 0.2 -0.2 -0.2 0.844
H 3.34548 2.22254 -4.11337 -0.2 -0.1 -0.1 -1.112
H 3.44053 1.83977 -2.42238 -0.2 0.1 0.2 0.731
H 5.95080 2.50615 -3.94178 0.1 -0.1 -0.2 0.322
H 4.58519 4.27278 -4.63942 -0.3 0.2 -0.2 0.358
H 5.61251 4.89526 -3.38201 0.1 0.3 0.1 0.525
H 3.92016 4.56394 -3.00226 -0.2 0.1 0.1 0.306
H 5.08846 2.36541 -1.07954 -0.1 -0.1 0.2 0.320
H 6.18306 3.66135 -1.49817 0.2 0.1 0.1 0.386
H 6.64395 1.99584 -1.84571 0.1 -0.2 0.3 0.337
H 5.13102 -2.12930 -7.32098 -0.2 -0.4 0.2 0.064
H 5.42596 -2.78396 -5.13769 -0.4 -0.3 -0.5 0.039
C -8.13781 3.75240 5.33155 0.0 0.0 0.0 -1.422
C -8.65032 2.46883 4.69515 0.0 0.1 0.1 -0.373
N -7.59762 1.66383 4.10637 0.1 -0.1 -0.2 0.140
C -8.09059 0.60064 3.24851 -0.1 0.0 -0.2 -0.656
C -8.92274 -0.51812 3.88633 0.0 -0.1 -0.1 -0.920
C -6.50809 1.30390 4.99517 0.2 0.1 0.2 -0.759
C -6.84737 0.53487 6.27842 0.1 -0.1 0.0 -0.911
H -7.54665 4.33004 4.61977 0.0 0.0 0.0 0.336
H -8.98024 4.36764 5.65019 0.0 0.0 0.0 0.436
H -7.52550 3.55803 6.21305 0.0 0.0 0.0 0.286
H -9.34807 2.74252 3.89933 0.0 -0.1 -0.1 0.466
H -9.23602 1.91196 5.44380 0.0 0.0 0.0 0.274
H -7.24008 0.15390 2.72537 0.1 0.0 0.1 0.304
H -8.69426 1.06740 2.46336 0.0 0.1 0.1 0.403
H -8.30805 -1.20072 4.47203 0.0 0.0 0.1 0.118
H -9.39794 -1.11179 3.10247 0.0 0.0 0.0 0.419
H -9.71575 -0.12842 4.52522 0.0 0.0 0.0 0.291
H -5.98499 2.22130 5.27891 -0.1 0.0 0.0 0.334
H -5.77130 0.73501 4.42091 -0.1 -0.1 -0.1 0.322
H -7.69702 0.96562 6.80989 0.0 0.0 0.0 0.344
H -5.99281 0.56809 6.95859 0.0 0.0 0.0 0.352
H -7.05778 -0.51542 6.08203 -0.1 0.0 0.0 0.194
C 4.05928 -0.46613 2.02817 0.0 0.0 0.0 -1.487
C 5.54460 -0.17908 1.86184 -0.1 -0.1 0.1 -0.376
N 5.90087 1.19065 2.17825 0.1 0.2 -0.1 0.215
C 7.23748 1.55383 1.74155 0.2 0.0 -0.2 -0.314
C 8.43176 0.83728 2.38293 0.1 0.1 0.0 -1.155
C 5.51419 1.65467 3.49898 -0.2 0.0 0.2 -0.731
C 6.03408 0.87919 4.71615 0.0 0.1 0.1 -0.996
H 3.45951 0.24334 1.45558 0.0 0.0 0.0 0.315
H 3.83496 -1.47023 1.66494 0.0 0.0 0.0 0.453
H 3.74593 -0.42060 3.07189 0.0 0.0 0.0 0.308
H 5.80746 -0.36052 0.81583 0.1 0.1 0.0 0.477
H 6.11531 -0.90987 2.45648 0.0 0.0 0.0 0.252
H 7.36661 2.63264 1.86586 -0.1 0.0 0.1 0.441
H 7.28316 1.38674 0.66045 -0.1 -0.1 0.0 -0.034
H 8.61616 1.18076 3.40001 0.0 -0.1 0.0 0.250
H 9.33561 1.04914 1.80800 0.0 0.0 0.0 0.453
H 8.30284 -0.24530 2.39898 0.0 0.0 0.0 0.266
H 4.42194 1.66568 3.54612 0.0 -0.1 0.0 0.404
H 5.80379 2.70418 3.59210 0.1 0.0 -0.1 0.381
H 5.92518 -0.19947 4.59501 0.0 0.0 0.0 0.256
H 5.46182 1.16421 5.60151 0.0 0.0 0.0 0.378
H 7.07953 1.09702 4.92805 0.0 -0.1 0.0 0.265